{"formula": "C2H9N3O2", "method": "ωB97M-V with the def2-TZVPD basis set", "lumo_energy_ev": 0.97, "de_lowest_ev": 4.823, "charge": 0, "homo_lumo_gap_ev": 10.60, "smiles": "[H]/N=C/ON.CON", "elements": ["H", "N", "C", "O", "N", "H", "H", "H", "C", "O", "N", "H", "H", "H", "H", "H"], "coordinates": [[1.343, 1.310, -1.784], [0.393, 1.407, -1.444], [0.291, 1.435, -0.182], [-0.923, 1.629, 0.350], [-0.902, 1.543, 1.779], [1.108, 1.471, 0.555], [-0.943, 0.544, 1.995], [-1.787, 1.958, 2.059], [1.014, -1.732, 0.132], [-0.204, -1.026, 0.083], [-0.853, -1.226, -1.243], [1.408, -1.584, 1.136], [0.854, -2.799, -0.045], [1.713, -1.344, -0.616], [-1.842, -1.223, -1.002], [-0.670, -0.363, -1.773]], "nbo_charge": [0.355, -0.751, 0.430, -0.384, -0.522, 0.156, 0.351, 0.356, -0.247, -0.461, -0.539, 0.185, 0.184, 0.168, 0.345, 0.372]}